The following is a quantum chemistry calculation of a molecular structure, C23H32FIrN15O2S2Si at a distorted geometry, from the Open Molecules 2025 dataset.

Calculated values
F_max = 3.63 eV/A
Highest occupied orbital energy (alpha / beta) = -5.67 / -7.95 eV
<S²> = 8.78
Spin multiplicity = 6
Relative energy (zero: lowest compared OMol25 entry of this formula, charge and spin) = 0.00 kcal per mole
Gap between HOMO and LUMO (alpha / beta) = 5.8584 / 4.9519 eV

Geometry as XYZ:
```
77
Properties=species:S:1:pos:R:3:forces:R:3:lowdin_spin:R:1
Ir 0.80183 1.14226 1.48675 2.750 -1.214 1.399 2.623
N 0.58551 0.85312 4.95996 0.316 0.817 0.312 0.024
C -0.37922 0.32681 4.15675 -1.198 -2.737 -0.438 0.028
N -1.27606 -0.56210 4.63802 -0.627 1.478 -1.435 0.003
N -2.08064 -0.83904 3.56277 1.407 0.201 -0.719 0.036
N -1.59635 -0.29937 2.45387 -0.505 -0.589 2.282 -0.001
N -0.48632 0.39537 2.80750 -1.635 0.037 2.304 0.106
C 1.33219 1.94676 4.52693 1.578 0.789 1.265 0.022
N 1.99087 2.78868 5.35369 -1.246 -0.244 -0.470 0.005
N 2.49881 3.75175 4.55013 -0.479 -1.553 -0.678 0.031
N 2.24807 3.43525 3.30955 1.026 1.098 -0.120 0.004
N 1.57681 2.29028 3.25377 -1.290 -0.763 0.435 0.181
H 0.35080 0.80342 5.96450 0.446 0.173 -0.960 0.001
C 2.79746 -1.59075 -1.55767 0.348 0.381 -0.122 0.010
Si 1.61905 -1.65540 -0.12049 0.035 -0.853 -0.123 0.050
C 1.86376 -3.45166 0.56788 -0.501 0.740 0.543 0.009
C -0.01363 -1.14520 -0.91068 -0.786 -0.261 1.640 0.024
N 1.98112 -0.52607 1.18998 -0.270 -0.264 -1.202 0.391
C 2.85791 -1.05234 2.13856 1.767 -0.244 0.244 0.043
C 2.35056 -1.58385 3.31859 0.046 0.133 0.232 0.029
C 3.16974 -2.17765 4.27508 1.088 -0.044 -0.605 -0.002
C 4.53140 -2.29998 3.97450 -0.654 -0.373 -0.341 0.023
C 5.07739 -1.90590 2.73611 2.255 0.524 0.357 0.000
C 4.28976 -1.20421 1.87510 -2.861 0.213 -0.858 0.025
F 4.68620 -0.79249 0.61500 0.181 -0.242 1.307 0.006
H 2.39013 -1.95742 -2.48934 -0.420 -0.474 -0.137 0.001
H 3.70768 -2.13826 -1.35011 0.309 0.021 -0.006 0.000
H 3.04746 -0.56506 -1.80980 0.313 0.365 0.144 0.000
H 1.39699 -4.12045 -0.15062 0.089 -0.286 -0.128 0.001
H 1.39854 -3.65076 1.56054 0.196 0.257 -0.681 0.000
H 2.93962 -3.69279 0.67191 -0.502 0.205 -0.225 0.000
H -0.19439 -1.75995 -1.78074 -0.025 -0.139 -0.388 0.002
H -0.00004 -0.08924 -1.22378 0.003 -0.222 0.030 0.009
H -0.89258 -1.30494 -0.22032 0.861 0.328 -0.678 0.001
H 1.27706 -1.57143 3.44017 -0.086 0.101 0.112 0.001
H 2.78365 -2.60114 5.20342 0.009 0.243 -0.327 0.000
H 5.15491 -2.84148 4.65258 0.403 -0.078 0.367 0.002
H 6.21158 -2.01002 2.52499 -2.161 0.010 0.316 0.000
N 2.24815 2.29560 0.49008 2.527 1.094 -2.361 0.088
C 1.71570 3.28813 -0.52225 0.914 -1.316 0.669 0.009
C 0.77520 4.28238 0.12784 -1.046 1.335 -1.048 0.005
C -0.69237 3.78270 0.50631 -0.042 0.865 0.270 0.017
N -0.85312 2.36982 0.91274 -2.287 -0.601 -2.663 0.149
H 2.99030 2.74626 1.05708 -0.740 -0.277 -0.008 0.006
H 2.74396 1.55223 -0.07228 -0.450 1.049 0.877 0.007
H 1.23251 2.58553 -1.20097 -0.428 0.574 -0.509 0.001
H 2.59699 3.73119 -1.03915 -0.867 0.151 0.261 0.003
H 0.60428 5.07011 -0.68059 0.073 -0.824 1.030 0.000
H 1.28231 4.84438 0.93586 -0.319 -0.674 -0.114 0.000
H -1.36901 3.91450 -0.34262 0.382 0.141 -0.151 0.002
H -1.15570 4.40597 1.30648 0.801 -0.224 -0.469 0.002
H -1.42494 1.89360 0.14707 1.088 0.547 0.611 0.013
H -1.53112 2.22191 1.64581 0.069 0.501 0.744 0.006
N -1.23411 -0.01393 -7.47772 -0.662 -0.829 -0.349 0.000
C -1.99301 0.10023 -6.31375 0.247 -1.259 1.861 0.000
C -2.04732 -1.04838 -5.41556 0.869 0.316 -1.810 0.000
C -2.43881 -0.95094 -4.10394 -1.442 -0.957 -0.363 0.001
C -2.96567 0.26758 -3.65659 1.401 -1.996 0.882 0.011
C -2.88024 1.35721 -4.44279 -1.500 2.070 -0.825 0.003
C -2.55767 1.28062 -5.80508 0.771 -0.057 -0.193 0.001
S -3.57371 0.53471 -2.03909 -0.845 3.283 0.416 0.032
O -2.74747 1.67790 -1.53450 -1.398 -2.224 -0.148 0.014
O -5.02694 0.79384 -2.15688 1.974 -0.586 0.487 -0.002
N -3.22791 -0.79927 -1.20554 0.136 -0.839 0.131 0.249
C -4.07809 -1.68253 -0.74570 0.069 1.962 -0.961 0.050
S -5.85019 -1.45519 -0.72917 -0.379 -0.455 -0.395 0.112
C -5.98321 -3.06966 -0.23703 -1.211 0.482 0.614 0.293
C -4.74015 -3.59983 0.04481 0.745 -0.510 0.051 0.095
N -3.70584 -2.86644 -0.27153 0.987 -0.193 0.338 0.131
H -1.04787 -0.98783 -7.82132 -0.431 1.621 0.497 0.000
H -1.41589 0.67298 -8.20492 0.090 -0.387 0.193 0.000
H -1.73027 -2.01473 -5.87543 -0.157 0.752 0.743 0.000
H -2.56121 -1.88012 -3.52363 0.349 0.662 -0.117 0.000
H -3.23712 2.29041 -3.95096 0.354 -0.469 -0.954 0.000
H -2.65803 2.14795 -6.45344 0.210 0.031 0.262 0.000
H -6.93905 -3.55068 -0.02948 0.306 0.247 -0.134 0.011
H -4.52104 -4.53298 0.52277 -0.337 -0.540 -0.018 0.001
```
Positions in Å, forces in eV/Å.

The following is a quantum chemistry calculation of a single C23H32FN3O2 molecule, from the Open Molecules 2025 dataset.

Calculated values
SMILES = CCOC(=O)C1(Cc2cccc(F)c2)CCN(Cc2c(C)nn(CC)c2C)CC1
F_max = 0.79 eV/A
Highest occupied orbital energy = -7.98 eV
Relative energy (zero: lowest compared OMol25 entry of this formula, charge and spin) = 18.13 kcal per mole
Gap between HOMO and LUMO = 8.7308 eV

Geometry as XYZ:
```
61
Properties=species:S:1:pos:R:3:forces:R:3:nbo_charge:R:1
C -3.30238 -0.73195 2.22205 0.251 -0.218 -0.282 -0.644
C -3.03332 -1.89116 1.27399 -0.567 0.154 0.052 -0.073
O -1.64288 -1.99321 0.95326 0.180 -0.213 0.225 -0.521
C -1.18637 -1.18959 -0.00465 0.233 0.157 -0.247 0.834
O -1.89084 -0.44333 -0.63681 -0.176 -0.009 0.023 -0.625
C 0.31320 -1.37954 -0.26451 -0.142 -0.089 0.054 -0.137
C 0.39246 -2.67204 -1.12163 0.005 0.097 0.091 -0.425
C 1.79016 -3.02650 -1.53438 0.038 -0.085 -0.103 0.100
C 2.30741 -2.61038 -2.75634 -0.053 0.035 -0.052 -0.256
C 3.60810 -2.91173 -3.12155 0.004 0.002 0.029 -0.186
C 4.42198 -3.64600 -2.27772 0.053 -0.110 0.173 -0.293
C 3.89155 -4.07796 -1.07649 -0.040 0.054 -0.055 0.409
F 4.66145 -4.81659 -0.24774 -0.063 0.065 -0.075 -0.326
C 2.59696 -3.78538 -0.69408 0.206 -0.099 -0.042 -0.322
C 1.05508 -1.53576 1.06685 -0.089 0.211 0.099 -0.416
C 1.03652 -0.19914 1.79531 0.163 -0.127 0.260 -0.215
N 1.82224 0.80692 1.09745 0.007 -0.053 0.085 -0.452
C 1.41126 2.16826 1.42160 0.024 -0.010 -0.075 -0.226
C -0.01131 2.52349 1.10579 -0.101 0.052 -0.170 -0.173
C -1.12622 2.41779 1.96778 0.014 0.139 -0.381 0.147
C -1.16259 2.12240 3.42855 0.013 0.036 -0.111 -0.647
N -2.23602 2.73748 1.32334 -0.554 -0.091 0.557 -0.293
N -1.87882 3.06585 0.08205 0.608 -0.027 0.173 -0.163
C -2.89658 3.43437 -0.86430 -0.363 -0.012 -0.421 -0.210
C -3.08653 2.37996 -1.95217 0.002 0.127 0.193 -0.622
C -0.54185 2.96355 -0.09872 0.068 0.044 0.268 0.172
C 0.12927 3.38353 -1.35752 -0.065 -0.092 0.002 -0.653
C 2.03329 0.49953 -0.30303 0.082 -0.213 -0.235 -0.216
C 0.83295 -0.13709 -1.01038 0.043 0.283 0.066 -0.437
H -2.71363 -0.84507 3.12925 0.024 -0.007 0.133 0.207
H -4.35629 -0.71628 2.48420 -0.134 0.014 0.062 0.217
H -3.04603 0.21465 1.75120 -0.016 0.086 -0.017 0.240
H -3.28528 -2.84782 1.73678 0.039 0.094 -0.101 0.188
H -3.60079 -1.76411 0.34631 0.073 -0.103 0.155 0.197
H -0.22636 -2.52677 -2.01038 -0.021 -0.046 0.008 0.221
H -0.03294 -3.48866 -0.53411 -0.045 -0.025 -0.062 0.222
H 1.68193 -2.05771 -3.44174 -0.083 0.061 -0.042 0.211
H 3.99094 -2.57592 -4.07329 0.038 0.021 -0.085 0.217
H 5.43791 -3.89356 -2.54004 0.107 -0.045 -0.003 0.230
H 2.22526 -4.16222 0.24597 -0.026 -0.042 0.125 0.229
H 0.56274 -2.29085 1.67983 0.104 -0.027 -0.013 0.232
H 2.08432 -1.84596 0.89302 0.006 -0.038 0.003 0.219
H 1.44855 -0.30792 2.80676 -0.194 -0.028 0.007 0.195
H -0.01475 0.11220 1.88565 0.002 -0.016 0.075 0.172
H 1.57311 2.29046 2.49802 0.044 0.130 -0.048 0.204
H 2.09420 2.84508 0.90020 0.021 0.018 0.126 0.202
H -2.19666 2.13039 3.76210 -0.045 -0.014 0.082 0.233
H -0.61169 2.89047 3.97186 0.001 -0.006 0.119 0.219
H -0.71642 1.15922 3.66640 0.022 -0.084 0.064 0.214
H -3.81286 3.53936 -0.27948 0.171 0.078 -0.055 0.230
H -2.64995 4.40491 -1.30966 -0.063 -0.052 0.108 0.192
H -3.13097 1.39053 -1.50554 -0.029 -0.064 0.008 0.244
H -2.26405 2.39702 -2.66190 0.081 -0.047 -0.102 0.200
H -4.01034 2.56950 -2.49195 -0.082 0.039 -0.116 0.210
H -0.32032 4.30142 -1.73540 0.045 0.052 -0.078 0.223
H 0.05142 2.62345 -2.13448 0.034 -0.032 -0.093 0.224
H 1.18379 3.56852 -1.16652 0.047 0.032 -0.033 0.227
H 2.88962 -0.18438 -0.37117 -0.024 0.102 -0.151 0.189
H 2.31483 1.41645 -0.82251 0.068 -0.006 -0.011 0.201
H 0.01931 0.58634 -1.06598 0.088 -0.062 -0.099 0.244
H 1.12322 -0.38851 -2.02940 -0.035 0.011 -0.069 0.212
```
Positions in Å, forces in eV/Å.